Computed, not measured: C25H45FIrNOSeSi4 as an isolated structure, with wB97M-V/def2-TZVPD.

Structure (XYZ):
```
79
Properties=species:S:1:pos:R:3:forces:R:3
Ir -0.332255 0.575654 -0.940235 0.00 0.53 -0.77
C 4.374603 -0.666910 -1.331947 -0.04 0.09 0.03
Si 2.573776 -1.060291 -1.585491 0.13 -0.18 0.09
C 2.194848 -2.556844 -0.568057 -0.07 0.02 0.00
C 2.173383 -1.188555 -3.393525 -0.05 0.08 0.04
N 1.529094 0.358693 -1.027977 0.06 -0.28 -0.20
C 1.879075 1.675391 -1.312320 -0.11 -0.07 0.12
C 3.083845 2.361667 -1.466490 -0.01 -0.01 -0.12
C 2.957248 3.694739 -1.800465 -0.03 0.02 -0.01
C 1.695949 4.282583 -1.977600 0.04 0.03 -0.05
C 0.502146 3.595394 -1.776698 -0.04 -0.18 -0.16
C 0.619891 2.274236 -1.400604 0.29 0.40 0.93
F -0.672986 0.836425 -2.884565 -0.23 -0.36 0.12
H 4.912385 -1.595456 -1.542585 0.03 0.00 0.01
H 4.611485 -0.384168 -0.304469 -0.01 0.00 0.01
H 4.763881 0.091727 -2.009206 0.00 -0.05 -0.02
H 2.934854 -3.318029 -0.829907 0.00 -0.01 -0.01
H 1.210268 -2.988557 -0.725632 -0.06 0.01 -0.01
H 2.311811 -2.335995 0.492754 0.03 -0.01 0.03
H 2.615447 -2.104371 -3.792920 0.00 -0.01 -0.01
H 2.598385 -0.341352 -3.935410 0.00 0.00 -0.01
H 1.100714 -1.197794 -3.594897 0.00 -0.03 0.01
H 4.047439 1.902100 -1.309236 -0.02 0.03 -0.05
H 3.843004 4.299639 -1.936315 0.00 0.01 0.01
H 1.647985 5.323279 -2.272474 0.01 0.01 0.01
H -0.442919 4.090829 -1.927240 -0.02 0.02 0.03
C -3.455986 1.063166 -1.785310 -0.02 -0.05 -0.02
O -2.456561 0.928584 -0.768042 0.08 0.21 0.13
Si -2.596023 0.673003 0.925517 0.05 -0.14 -0.05
C -3.829113 1.839334 1.679262 0.00 -0.03 -0.05
C -3.300497 -1.029468 1.198344 0.01 0.01 -0.08
C -0.744050 0.905680 1.128811 0.01 0.25 -0.09
Si -0.411135 2.716598 1.690390 0.03 -0.11 0.03
C 1.415753 3.154005 1.665425 -0.01 0.02 0.00
C -1.399724 3.940001 0.647305 0.03 0.02 -0.01
C -0.972420 3.045499 3.452580 0.04 -0.08 0.00
Si 0.092139 -0.368869 2.268792 -0.14 0.00 0.02
C -0.280080 -2.128208 1.722815 0.04 0.03 0.00
C 1.948841 -0.122182 2.353327 -0.02 -0.01 -0.03
C -0.621984 -0.206694 3.999715 0.06 -0.01 0.01
H -4.104376 1.902611 -1.536435 0.00 -0.01 0.01
H -4.042549 0.145505 -1.852460 0.00 0.00 0.00
H -2.950729 1.248261 -2.728705 0.00 -0.01 0.00
H -4.810842 1.615139 1.252424 -0.01 -0.02 0.01
H -3.632495 2.894517 1.535498 -0.01 0.03 0.01
H -3.902121 1.648373 2.752420 -0.02 -0.03 0.01
H -4.383351 -1.006179 1.056550 0.00 0.00 -0.01
H -3.112428 -1.376617 2.215971 -0.04 0.02 0.01
H -2.880961 -1.757426 0.504717 0.01 -0.02 0.03
H 2.006156 2.604397 0.936300 0.00 0.02 0.03
H 1.856334 2.974394 2.647487 0.00 0.00 0.01
H 1.531094 4.218833 1.449204 0.00 0.01 0.01
H -1.694056 3.560656 -0.327535 -0.08 -0.03 -0.04
H -0.809414 4.847086 0.498780 0.02 -0.02 -0.05
H -2.306816 4.239415 1.167732 0.03 0.07 0.08
H -0.301927 2.609634 4.191411 0.00 0.03 0.01
H -1.983634 2.705338 3.672659 -0.04 0.00 0.00
H -0.954025 4.129145 3.600166 0.00 0.01 -0.02
H -0.468023 -2.205629 0.653372 0.06 0.02 0.00
H -1.157761 -2.511930 2.245146 0.01 0.01 -0.01
H 0.553522 -2.790600 1.961213 0.01 -0.02 0.03
H 2.401368 0.050770 1.374684 0.01 0.00 0.00
H 2.408463 -1.018100 2.778992 0.01 0.01 0.01
H 2.215639 0.718968 2.992447 0.00 0.02 0.01
H -1.693734 0.005795 3.991228 -0.01 -0.02 0.01
H -0.136106 0.572734 4.583802 -0.01 -0.01 0.01
H -0.478939 -1.150528 4.531775 0.00 -0.01 -0.01
Se -1.381052 -1.789760 -2.199087 0.08 -0.23 0.05
C -1.012778 -3.614618 -1.904962 -0.07 0.08 -0.02
C -1.371824 -4.261058 -0.719304 0.04 -0.05 0.05
C -1.119389 -5.614167 -0.571115 -0.01 0.03 0.01
C -0.495977 -6.322701 -1.590370 0.02 0.00 -0.02
C -0.139296 -5.684457 -2.773026 0.02 -0.01 0.02
C -0.406150 -4.337666 -2.938758 -0.02 0.01 -0.04
H -1.851559 -3.711250 0.078013 -0.01 -0.04 -0.03
H -1.405783 -6.116638 0.342978 -0.01 0.00 0.00
H -0.293507 -7.378060 -1.466064 -0.01 0.00 0.00
H 0.330893 -6.242926 -3.571119 0.02 0.00 0.01
H -0.144418 -3.835721 -3.861439 -0.04 -0.01 -0.02
```
Positions in Å, forces in eV/Å.

Values from the calculation:
Energy relative to the best compared isomer or geometry (same formula, charge and spin)   18.2 kJ/mol
E   -132603.015 eV
Multiplicity   2
Charge   +1
LUMO level (alpha / beta)   -5.302 / -5.403 eV
HOMO-LUMO gap (alpha / beta)   0.218 / 0.217 hartree